This record from the OMol25 dataset describes a cluster of 8 separate species, C32H76N4O16 in total in a non-equilibrium geometry. The level of theory is ωB97M-V with the def2-TZVPD basis set.

Properties
- strongest force on any atom (eV/Å) = 4.085
- Kohn-Sham gap (eV) = 9.012
- SMILES = COC[C@H](C)N.COC[C@H](C)N.COC[C@H](C)N.COC[C@H](C)N.CCOC(=O)OC.CCOC(=O)OC.CCOC(=O)OC.CCOC(=O)OC
- energy (eV) = -73131.954
- 2S+1 = 1
- E_HOMO (eV) = -8.511
- energy relative to the best compared isomer or geometry (same formula, charge and spin) (kJ/mol) = 259.2

Last column: Mulliken charge in e.
Geometry (Å):
C1 -2.129 6.501 -2.016  -0.581
O1 -3.508 6.445 -1.810  -0.276
C2 -4.234 7.160 -2.815  -0.810
C3 -5.724 7.181 -2.420  0.446
C4 -5.971 7.826 -1.024  -1.409
N1 -6.292 5.845 -2.365  -0.735
H1 -1.659 7.383 -1.580  0.363
H2 -1.750 6.425 -3.035  0.361
H3 -1.660 5.650 -1.523  -0.095
H4 -3.957 8.207 -2.938  0.467
H5 -4.204 6.560 -3.725  0.414
H6 -6.325 7.730 -3.144  0.326
H7 -7.012 7.707 -0.724  0.418
H8 -5.837 8.901 -1.143  0.360
H9 -5.267 7.509 -0.254  0.287
H10 -6.910 5.606 -1.602  0.253
H11 -5.450 5.306 -2.219  0.223
C5 2.973 -6.695 -1.900  -0.829
O2 2.346 -5.438 -1.761  -0.311
C6 1.201 -5.321 -2.667  -1.135
C7 0.261 -4.162 -2.153  1.954
C8 0.067 -4.204 -0.632  -1.243
N2 -1.009 -3.980 -2.725  -0.629
H12 3.141 -6.844 -2.967  0.257
H13 2.307 -7.472 -1.524  0.321
H14 3.952 -6.766 -1.426  0.216
H15 1.645 -5.179 -3.652  0.118
H16 0.678 -6.274 -2.744  0.481
H17 0.774 -3.213 -2.313  -0.494
H18 -0.515 -3.370 -0.241  0.106
H19 0.991 -4.241 -0.055  0.035
H20 -0.486 -5.080 -0.293  0.522
H21 -1.325 -3.036 -2.552  0.074
H22 -0.878 -3.975 -3.726  0.438
C9 -3.432 3.069 -2.649  -0.660
O3 -3.234 1.775 -3.212  -0.414
C10 -2.958 0.819 -2.125  0.356
C11 -2.473 -0.543 -2.784  0.752
C12 -3.521 -1.443 -3.474  -1.687
N3 -1.745 -1.306 -1.803  0.171
H23 -2.535 3.484 -2.190  0.118
H24 -4.296 3.053 -1.985  0.339
H25 -3.766 3.724 -3.455  0.362
H26 -2.194 1.202 -1.448  -0.491
H27 -3.770 0.740 -1.402  0.418
H28 -1.731 -0.237 -3.522  -0.196
H29 -3.900 -0.932 -4.359  0.419
H30 -4.383 -1.531 -2.812  0.359
H31 -3.132 -2.429 -3.730  0.390
H32 -2.410 -1.647 -1.124  0.352
H33 -1.226 -0.671 -1.214  -0.208
C13 7.872 -5.169 0.202  -0.651
O4 7.410 -4.058 1.021  -0.409
C14 6.074 -4.177 1.408  -1.092
C15 5.084 -4.189 0.185  0.811
C16 5.349 -3.038 -0.760  -1.385
N4 3.732 -4.041 0.568  -0.232
H34 7.556 -6.055 0.754  0.309
H35 8.955 -5.178 0.081  0.239
H36 7.459 -5.148 -0.806  0.230
H37 5.986 -5.111 1.965  0.467
H38 5.792 -3.402 2.120  0.434
H39 5.319 -5.156 -0.261  0.036
H40 6.410 -3.109 -1.001  0.527
H41 5.324 -2.051 -0.299  0.227
H42 4.626 -3.122 -1.572  0.269
H43 3.216 -4.509 -0.163  0.220
H44 3.644 -4.602 1.404  0.239
C17 0.156 4.278 0.859  -1.619
C18 -0.227 2.816 0.677  0.803
O5 0.953 2.041 0.546  -0.358
C19 0.924 0.841 0.037  0.797
O6 -0.089 0.159 -0.150  -0.894
O7 2.212 0.377 -0.032  -0.362
C20 2.518 -0.937 -0.470  -0.438
H45 -0.674 4.984 0.902  0.391
H46 0.898 4.555 0.110  0.358
H47 0.620 4.353 1.842  0.395
H48 -0.806 2.707 -0.240  -0.476
H49 -0.837 2.460 1.507  0.319
H50 1.653 -1.573 -0.656  -0.058
H51 3.123 -1.501 0.239  0.155
H52 3.069 -0.951 -1.410  0.345
C21 2.889 -5.406 -7.259  -1.126
C22 1.606 -4.568 -7.149  -0.229
O8 1.872 -3.622 -6.155  -0.285
C23 0.852 -3.009 -5.590  0.737
O9 -0.360 -3.269 -5.774  -0.648
O10 1.489 -2.034 -4.812  -0.350
C24 0.713 -1.098 -4.069  -0.064
H53 2.875 -6.191 -8.015  0.410
H54 3.161 -6.009 -6.393  0.211
H55 3.715 -4.784 -7.605  0.301
H56 0.868 -5.235 -6.703  0.271
H57 1.210 -4.172 -8.084  0.370
H58 1.240 -0.688 -3.207  0.137
H59 -0.118 -1.682 -3.673  -0.067
H60 0.294 -0.242 -4.597  0.513
C25 -4.233 5.214 9.775  -1.163
C26 -2.735 4.850 9.483  -0.233
O11 -2.574 4.516 8.134  -0.252
C27 -1.362 4.256 7.612  0.685
O12 -0.333 4.250 8.218  -0.539
O13 -1.520 4.188 6.262  -0.303
C28 -0.420 4.323 5.343  -0.351
H61 -4.905 4.504 9.292  0.333
H62 -4.457 6.219 9.417  0.283
H63 -4.645 4.992 10.759  0.375
H64 -2.416 4.014 10.105  0.301
H65 -2.119 5.718 9.719  0.299
H66 0.267 3.480 5.421  0.081
H67 0.076 5.255 5.617  0.366
H68 -0.685 4.381 4.287  0.156
C29 1.804 -0.043 7.255  -1.261
C30 0.795 0.213 6.080  0.031
O14 0.983 -0.700 5.031  -0.304
C31 0.095 -0.776 4.064  0.858
O15 -0.937 -0.083 3.916  -0.656
O16 0.586 -1.643 3.180  -0.328
C32 -0.240 -2.085 2.134  -0.340
H69 1.571 0.695 8.022  0.359
H70 2.823 0.141 6.915  0.333
H71 1.918 -1.051 7.654  0.331
H72 1.009 1.207 5.688  -0.005
H73 -0.211 0.410 6.452  0.378
H74 -0.664 -3.050 2.413  0.435
H75 0.432 -2.311 1.306  -0.307
H76 -1.039 -1.387 1.884  0.386

Cartesian forces (eV/Å) of the 6 atoms listed first:
C 1.272 -0.431 0.488
O -0.278 0.607 -0.660
C -1.765 -0.733 0.585
C -1.190 0.371 2.151
C 0.482 1.149 -1.003
N 1.341 -1.270 -1.043

This record from the OMol25 dataset describes a cluster of 10 separate species, C18H63B2NO7 in total in a non-equilibrium geometry. The level of theory is ωB97M-V with the def2-TZVPD basis set.

Properties
- strongest force on any atom (eV/Å) = 1.744
- Kohn-Sham gap (eV) = 9.624
- energy (eV) = -36859.901
- 2S+1 = 1
- E_HOMO (eV) = -9.627
- energy relative to the best compared isomer or geometry (same formula, charge and spin) (kJ/mol) = 0.0

Last column: Mulliken charge in e.
Geometry (Å):
O1 -0.091 1.544 1.703  -0.018
H1 -0.029 0.805 1.016  -0.242
H2 -0.576 2.327 1.311  0.548
H3 -0.544 1.226 2.550  0.457
N1 -0.033 -3.159 1.059  0.065
H4 -1.036 -3.198 1.225  0.431
H5 0.316 -4.010 0.624  0.492
H6 0.466 -3.091 1.979  0.304
H7 0.152 -2.327 0.432  -0.524
B1 0.127 -0.528 -0.265  4.752
H8 0.378 -1.451 -0.959  -0.626
H9 0.308 0.519 -0.788  -1.266
H10 -0.966 -0.586 0.196  -0.551
H11 0.855 -0.581 0.676  -0.929
B2 -1.235 0.331 3.977  -0.074
H12 -1.738 0.000 2.956  -0.243
H13 -1.744 -0.216 4.895  -0.216
H14 -0.079 0.050 4.008  -0.300
H15 -1.291 1.514 4.092  -0.115
C1 1.141 4.724 1.068  -1.241
C2 0.158 4.534 -0.095  0.350
C3 0.829 3.844 -1.260  -1.158
O2 -0.891 3.661 0.388  -0.509
H16 2.017 5.281 0.731  0.424
H17 1.469 3.753 1.437  0.150
H18 0.653 5.273 1.874  0.369
H19 -0.210 5.516 -0.401  0.492
H20 1.722 4.392 -1.566  0.503
H21 0.221 3.750 -2.162  0.274
H22 1.142 2.836 -0.979  -0.032
H23 -1.610 4.200 0.736  0.156
C4 3.819 0.702 0.547  -0.917
C5 3.971 -0.061 -0.770  0.485
C6 3.856 -1.568 -0.556  -0.759
O3 2.938 0.336 -1.654  -0.584
H24 2.851 0.519 1.020  -0.137
H25 3.724 1.756 0.253  0.289
H26 4.661 0.615 1.229  0.472
H27 4.976 0.155 -1.136  0.428
H28 3.897 -2.139 -1.483  0.311
H29 3.000 -1.804 0.076  -0.283
H30 4.751 -1.915 -0.015  0.441
H31 2.075 0.319 -1.217  -0.542
C7 -0.466 0.932 -3.699  -0.602
C8 -1.821 1.014 -3.016  1.883
C9 -2.918 1.332 -4.010  -1.769
O4 -2.177 -0.195 -2.351  -0.680
H32 0.367 1.019 -3.002  0.014
H33 -0.361 1.789 -4.373  0.485
H34 -0.363 0.034 -4.307  -0.322
H35 -1.788 1.835 -2.286  -0.585
H36 -2.824 2.344 -4.406  0.397
H37 -3.898 1.314 -3.525  0.408
H38 -2.957 0.609 -4.827  0.359
H39 -1.571 -0.310 -1.606  -0.217
C10 3.054 -1.658 3.374  -0.780
C11 2.243 -2.710 4.119  0.432
C12 2.173 -2.433 5.609  -1.490
O5 0.921 -2.756 3.576  -0.722
H40 3.358 -1.990 2.382  0.065
H41 3.933 -1.366 3.956  0.477
H42 2.505 -0.720 3.267  0.065
H43 2.705 -3.692 3.992  0.278
H44 1.604 -3.170 6.176  0.367
H45 1.724 -1.448 5.780  0.358
H46 3.148 -2.364 6.097  0.414
H47 0.399 -2.009 3.935  0.237
C13 -0.463 -3.027 -5.438  -1.155
C14 0.101 -3.737 -4.217  0.553
C15 -0.748 -3.510 -2.987  -0.626
O6 0.142 -5.159 -4.443  -0.575
H48 -1.469 -3.423 -5.617  0.304
H49 0.087 -3.263 -6.351  0.360
H50 -0.573 -1.952 -5.313  0.144
H51 1.135 -3.416 -4.042  0.220
H52 -1.646 -4.129 -3.002  0.469
H53 -1.010 -2.454 -2.927  0.077
H54 -0.205 -3.803 -2.084  0.002
H55 0.898 -5.333 -5.012  0.330
C16 -4.106 2.771 0.327  -1.017
C17 -4.144 1.868 1.547  0.671
C18 -4.065 0.397 1.210  -1.107
O7 -3.000 2.277 2.316  -0.513
H56 -4.146 3.825 0.598  0.331
H57 -4.978 2.621 -0.321  0.484
H58 -3.255 2.513 -0.306  -0.156
H59 -5.053 2.084 2.121  0.201
H60 -4.918 0.043 0.625  0.434
H61 -3.983 -0.203 2.117  0.393
H62 -3.197 0.156 0.589  0.009
H63 -2.794 1.606 3.001  0.169

Cartesian forces (eV/Å) of the 6 atoms listed first:
O 0.229 0.023 -0.321
H -0.089 0.358 0.664
H -0.030 0.211 -0.181
H -0.052 -0.182 -0.066
N 0.354 -0.137 -0.159
H 0.012 -0.149 -0.038

This record from the OMol25 dataset describes a cluster of 2 separate species, C4H6N in total in a non-equilibrium geometry. The level of theory is ωB97M-V with the def2-TZVPD basis set.

Properties
- strongest force on any atom (eV/Å) = 3.273
- Kohn-Sham gap (eV) = 10.168
- energy (eV) = -5722.440
- 2S+1 = 1
- E_HOMO (eV) = -14.509
- energy relative to the best compared isomer or geometry (same formula, charge and spin) (kJ/mol) = 420.8
- total charge = +1

Last column: Mulliken charge in e.
Geometry (Å):
C1 -1.810 -0.667 0.868  -0.271
C2 0.028 1.011 -1.403  -0.837
C3 0.251 0.332 -2.398  -0.116
C4 -0.638 -0.395 1.003  -0.036
N1 0.717 -0.259 1.356  -0.304
H1 -2.621 -0.780 0.184  0.346
H2 0.124 1.718 -0.624  0.562
H3 0.562 -0.235 -3.272  0.408
H4 1.013 -1.135 1.931  0.434
H5 1.097 0.496 1.917  0.381
H6 1.277 -0.084 0.437  0.433

Cartesian forces (eV/Å) of the 6 atoms listed first:
C 2.048 0.612 -1.048
C 1.215 -1.556 -2.610
C 0.011 1.106 1.780
C -1.267 0.073 1.084
N 1.819 -1.841 -0.740
H -0.718 -0.199 0.569

This record from the OMol25 dataset describes a cluster of 2 separate species, C4H8NO3 in total. The level of theory is ωB97M-V with the def2-TZVPD basis set.

Properties
- strongest force on any atom (eV/Å) = 0.812
- Kohn-Sham gap (eV) = 8.580
- energy (eV) = -11912.275
- 2S+1 = 1
- E_HOMO (eV) = -4.495
- energy relative to the best compared isomer or geometry (same formula, charge and spin) (kJ/mol) = 98.3
- total charge = -1

Last column: Mulliken charge in e.
Geometry (Å):
N1 -2.891 0.983 -1.392  -0.561
C1 -1.811 0.458 -0.643  0.667
O1 -1.340 1.195 0.249  -0.737
O2 -1.463 -0.711 -0.972  -0.761
H1 -3.432 0.274 -1.863  0.218
H2 -3.465 1.654 -0.905  0.203
O3 2.575 -1.725 -0.855  -0.550
C2 1.580 -1.069 -0.625  -0.017
C3 1.030 -0.831 0.764  -0.020
C4 1.652 0.441 1.346  -1.136
H3 1.024 -0.639 -1.476  0.361
H4 1.211 -1.722 1.368  0.318
H5 -0.053 -0.658 0.641  0.098
H6 2.742 0.439 1.215  0.362
H7 1.364 0.624 2.381  0.283
H8 1.278 1.288 0.763  0.274

Cartesian forces (eV/Å) of the 6 atoms listed first:
N -0.581 0.317 -0.471
C -0.029 -0.751 0.132
O 0.086 0.098 -0.015
O -0.041 0.448 -0.010
H 0.118 -0.034 0.079
H 0.190 0.026 0.082